Entry from the OMol25 dataset: an isolated ion of composition C5H13N4S and charge +1 (wB97M-V/def2-TZVPD).

Geometry as XYZ:
```
23
Properties=species:S:1:pos:R:3
C -0.6646 -2.3094 -0.5755
C -1.1747 -1.7138 0.8065
N -1.4250 -0.2812 0.9337
C -2.1222 0.4184 -0.1239
S -3.3737 1.6272 0.0977
N -0.6312 0.6465 0.3053
C 0.5443 1.0409 0.1466
C 0.6611 1.9970 -0.9619
N 1.7013 0.7303 0.7957
N 2.9068 1.1964 0.2860
H 0.4104 -2.1889 -0.6423
H -0.9857 -3.3219 -0.7268
H -1.0579 -1.8660 -1.4764
H -0.4173 -2.0412 1.5494
H -2.1148 -2.2726 1.0817
H -2.2983 -0.0284 -1.0255
H -2.9418 1.9983 1.3974
H 1.4446 1.7304 -1.7429
H 0.9757 2.9049 -0.5829
H -0.4547 2.0525 -1.4914
H 1.7112 0.0659 1.6048
H 3.6506 0.3691 0.2548
H 3.1734 2.0009 0.7671
```

Properties
charge = +1
largest force on an atom = 4.5 eV/A
E_tot = -815.1201 Ha
SMILES = CCN1[C@@H](S)N1/C(C)=[NH+]/N